(1)
The following is a quantum chemistry calculation of a structure of composition C21H22Cl2GeMnN8O4 at a distorted geometry, from OMol25.

Last column: Mulliken spin population.
Geometry (Å):
Mn1 -0.410 0.131 0.306  2.115
N1 -0.953 0.023 3.658  0.003
C1 -0.220 -1.008 3.225  -0.024
N2 0.184 -1.902 4.126  0.070
C2 0.926 -2.911 3.658  0.003
N3 1.414 -3.800 4.540  0.010
N4 1.228 -3.106 2.378  0.070
C3 0.774 -2.179 1.534  0.105
N5 0.085 -1.069 1.916  0.067
C4 1.059 -2.283 0.141  0.259
C5 1.872 -3.314 -0.352  0.040
C6 2.278 -3.292 -1.658  0.087
C7 1.885 -2.197 -2.450  0.139
C8 1.051 -1.242 -1.919  -0.025
N6 0.584 -1.273 -0.663  0.121
H1 -1.214 0.059 4.625  0.002
H2 -1.334 0.677 2.984  0.005
H3 1.173 -3.735 5.510  0.001
H4 1.930 -4.586 4.192  0.000
H5 2.166 -4.075 0.351  0.019
H6 2.903 -4.068 -2.067  0.013
H7 2.220 -2.108 -3.468  0.012
H8 0.733 -0.397 -2.517  -0.011
Cl1 -2.322 4.029 2.662  0.002
C9 -0.712 3.815 2.081  0.021
C10 0.213 4.846 2.213  -0.012
C11 1.519 4.675 1.809  0.019
Cl2 2.643 5.968 2.041  0.002
C12 1.959 3.470 1.218  -0.009
C13 3.282 3.172 0.837  0.022
C14 3.538 1.937 0.281  -0.013
C15 2.507 1.032 0.057  0.042
N7 1.235 1.271 0.390  -0.053
C16 0.984 2.464 1.011  0.011
C17 -0.357 2.608 1.468  -0.021
O1 -1.147 1.594 1.302  -0.013
H9 -0.100 5.777 2.656  0.000
H10 4.067 3.894 0.994  0.001
H11 4.543 1.663 0.003  0.001
H12 2.722 0.082 -0.411  0.000
C18 -1.807 -2.218 -2.584  0.002
Ge1 -2.010 -0.259 -2.947  0.003
C19 -3.954 0.153 -3.131  -0.004
C20 -1.149 0.237 -4.689  -0.001
C21 -1.381 0.884 -1.361  -0.109
H13 -2.667 -2.749 -2.982  0.001
H14 -1.748 -2.403 -1.513  0.005
H15 -0.911 -2.620 -3.048  -0.002
H16 -4.325 -0.228 -4.077  0.000
H17 -4.125 1.227 -3.100  0.000
H18 -4.538 -0.305 -2.338  0.000
H19 -1.518 -0.422 -5.469  0.000
H20 -0.067 0.167 -4.667  0.000
H21 -1.425 1.251 -4.958  0.000
H22 -1.068 1.868 -1.740  0.020
O2 -4.251 0.100 0.295  0.006
N8 -3.083 0.165 0.023  -0.003
O3 -2.664 1.169 -0.756  0.008
O4 -2.216 -0.662 0.379  -0.011

- <S²>: 3.7958
- Charge: 0
- 2S+1: 4
- M: 648.91 u
- HOMO-LUMO gap (alpha / beta): 4.621 / 7.221 eV
- E: -5700.704598 Eh
- E_HOMO (alpha / beta): -0.1942 / -0.2995 Ha
- Relative energy (zero: lowest compared OMol25 entry of this formula, charge and spin): 0.843 eV

=====

(2)
The following is a quantum chemistry calculation of a cluster of 3 separate species, C18H40Cl2O4P2S in total at a distorted geometry, from OMol25.

Last column: Mulliken charge in e.
Geometry (Å):
C1 9.093 1.834 1.931  -0.889
C2 7.859 0.768 2.240  -0.406
C3 7.426 0.011 0.835  -0.460
C4 5.948 0.611 0.378  -0.784
C5 5.043 -0.498 -0.474  -0.595
C6 3.457 -0.187 -0.165  -0.220
C7 2.577 -1.520 0.234  -0.950
P1 2.229 -1.737 2.091  0.154
P2 4.270 -2.515 2.293  -0.017
S1 4.625 -3.309 4.061  -0.431
C8 0.400 -1.213 1.973  -0.705
Cl1 -0.631 -2.436 0.961  -0.151
C9 0.124 0.350 1.587  0.103
C10 0.036 0.698 -0.006  -0.906
Cl2 1.288 1.580 2.353  -0.170
H1 9.788 1.876 2.882  0.276
H2 9.684 1.552 0.954  0.257
H3 8.595 2.895 1.761  0.221
H4 8.243 0.038 3.073  0.342
H5 6.989 1.404 2.719  0.240
H6 7.259 -1.145 1.020  0.260
H7 8.264 0.162 0.022  0.337
H8 6.009 1.655 -0.159  0.325
H9 5.364 0.802 1.399  0.257
H10 5.391 -1.584 -0.205  0.325
H11 5.290 -0.347 -1.632  0.341
H12 3.003 0.224 -1.190  0.291
H13 3.337 0.681 0.609  0.178
H14 1.643 -1.532 -0.470  0.348
H15 3.243 -2.454 -0.098  0.563
H16 1.754 -3.064 2.510  0.076
H17 2.540 -0.824 3.159  0.121
H18 4.587 -3.506 1.261  0.117
H19 5.292 -1.473 2.132  -0.008
H20 -0.039 -1.347 3.078  0.440
H21 -0.951 0.611 2.038  0.388
H22 -0.804 1.512 -0.183  0.312
H23 1.047 1.213 -0.377  0.191
H24 -0.172 -0.204 -0.719  0.215
O1 -7.315 -0.552 -0.722  -0.602
C11 -6.586 -1.500 -0.442  0.789
O2 -5.497 -1.319 0.340  -0.363
C12 -4.689 -2.383 0.875  -0.410
C13 -3.636 -2.817 -0.126  -0.723
C14 -6.832 -2.855 -1.038  -0.977
H25 -5.309 -3.214 1.222  0.374
H26 -4.192 -1.977 1.763  0.262
H27 -4.088 -3.217 -1.038  0.295
H28 -2.988 -3.585 0.305  0.260
H29 -3.020 -1.964 -0.427  0.217
H30 -6.387 -2.896 -2.035  0.245
H31 -7.914 -3.006 -1.118  0.324
H32 -6.455 -3.677 -0.433  0.329
O3 -3.209 3.131 -3.095  -0.595
C15 -4.411 3.216 -2.858  0.727
O4 -5.252 2.219 -3.216  -0.358
C16 -6.634 2.136 -2.823  -0.183
C17 -7.513 2.932 -3.768  -1.032
C18 -4.982 4.465 -2.254  -0.885
H33 -6.766 2.428 -1.778  0.355
H34 -6.910 1.078 -2.884  0.171
H35 -7.263 3.996 -3.751  0.285
H36 -8.567 2.820 -3.501  0.353
H37 -7.372 2.591 -4.799  0.304
H38 -5.157 5.199 -3.043  0.242
H39 -4.256 4.867 -1.539  0.291
H40 -5.901 4.302 -1.693  0.321

- Charge: 0
- M: 485.43 u
- HOMO-LUMO gap: 8.320 eV
- E: -3011.832859 Eh
- E_HOMO: -0.2935 Ha

=====

(3)
The following is a quantum chemistry calculation of a cluster of 2 separate species, C3H7F3O in total at a distorted geometry, from OMol25.

Last column: Mulliken charge in e.
Geometry (Å):
F1 -1.637 0.228 -0.431  -0.252
F2 0.097 -0.140 -1.575  -0.294
F3 -0.939 -1.766 -0.855  -0.298
C1 1.243 -1.568 0.954  -1.043
C2 -0.600 -0.543 -0.500  0.841
C3 0.159 -0.522 0.789  -0.451
H1 0.789 -2.573 0.936  0.289
H2 1.578 -1.351 1.982  0.313
H3 2.123 -1.567 0.290  0.319
H4 -0.536 -0.590 1.648  0.322
H5 0.597 0.495 0.790  0.257
O1 -0.998 3.640 -1.136  -0.640
H6 -0.228 3.028 -1.143  0.316
H7 -1.648 3.229 -1.750  0.322

- Charge: 0
- M: 116.08 u
- HOMO-LUMO gap: 12.235 eV
- E: -493.355245 Eh
- E_HOMO: -0.4209 Ha
- Relative energy (zero: lowest compared OMol25 entry of this formula, charge and spin): 0.029 eV

=====

(4)
The following is a quantum chemistry calculation of a cluster of 5 separate species, C26H50N2O12S4 in total at a distorted geometry, from OMol25.

Last column: Mulliken charge in e.
Geometry (Å):
C1 2.431 -3.323 -2.525  -0.921
C2 2.346 -2.337 -3.726  -0.680
C3 1.749 -0.994 -3.355  0.629
C4 2.465 0.152 -3.467  -0.871
C5 1.857 1.395 -3.137  -0.426
C6 0.585 1.445 -2.700  -0.597
C7 -0.201 0.272 -2.578  0.268
N1 -1.489 0.399 -2.141  -0.672
C8 -2.110 -0.750 -2.101  -0.672
C9 -1.552 -2.002 -2.463  0.678
C10 -2.387 -3.269 -2.401  -1.065
C11 -2.220 -4.141 -3.663  1.283
C12 -2.232 -5.648 -3.345  -1.672
C13 -3.299 -3.757 -4.705  -1.538
N2 -0.307 -2.120 -2.848  -0.057
C14 0.393 -0.950 -2.907  0.262
H1 2.505 -2.785 -1.578  0.327
H2 3.290 -3.984 -2.689  0.356
H3 1.563 -3.985 -2.511  0.106
H4 3.318 -2.229 -4.211  0.457
H5 1.648 -2.791 -4.442  0.259
H6 3.482 0.071 -3.839  0.369
H7 2.455 2.303 -3.241  0.440
H8 0.165 2.419 -2.467  0.473
H9 -3.151 -0.741 -1.773  0.382
H10 -3.448 -3.047 -2.254  0.384
H11 -2.004 -3.850 -1.551  0.379
H12 -1.266 -3.951 -4.165  -0.010
H13 -2.976 -5.926 -2.593  0.325
H14 -1.247 -5.936 -2.952  0.384
H15 -2.355 -6.211 -4.276  0.430
H16 -4.285 -3.619 -4.254  0.196
H17 -3.318 -4.444 -5.554  0.442
H18 -2.993 -2.777 -5.104  0.382
O1 3.327 3.948 -1.915  -0.626
S1 4.306 4.246 -0.913  1.189
O2 4.470 3.399 0.226  -0.585
O3 4.103 5.747 -0.428  -0.270
C15 2.800 6.130 0.060  -0.493
C16 2.504 5.565 1.434  -0.823
C17 5.879 4.465 -1.677  -1.007
H19 2.034 5.839 -0.661  0.314
H20 2.805 7.218 0.104  0.295
H21 2.433 4.478 1.408  0.276
H22 1.556 5.953 1.811  0.388
H23 3.297 5.821 2.136  0.268
H24 5.770 5.129 -2.530  0.321
H25 6.217 3.482 -2.000  0.375
H26 6.569 4.875 -0.945  0.344
O4 0.036 5.790 4.561  -0.650
S2 0.284 4.807 5.570  1.149
O5 1.582 4.226 5.726  -0.482
O6 -0.791 3.644 5.433  -0.276
C18 -0.904 2.973 4.159  -0.312
C19 0.253 2.029 3.893  -0.932
C20 -0.246 5.426 7.131  -1.075
H27 -1.008 3.709 3.360  0.311
H28 -1.834 2.409 4.202  0.270
H29 1.192 2.571 3.787  0.220
H30 0.081 1.470 2.973  0.411
H31 0.374 1.328 4.720  0.262
H32 -1.243 5.845 7.026  0.357
H33 0.461 6.199 7.426  0.374
H34 -0.234 4.614 7.853  0.328
O7 5.272 0.030 5.513  -0.643
S3 6.156 1.115 5.813  1.218
O8 7.026 1.060 6.947  -0.619
O9 5.316 2.464 5.862  -0.254
C21 4.184 2.531 6.754  -0.100
C22 4.602 2.656 8.207  -1.104
C23 7.113 1.502 4.386  -0.930
H35 3.536 1.666 6.600  0.319
H36 3.620 3.412 6.463  0.141
H37 5.119 1.761 8.552  0.345
H38 3.726 2.803 8.841  0.375
H39 5.284 3.496 8.340  0.306
H40 6.454 1.573 3.525  0.313
H41 7.829 0.694 4.252  0.371
H42 7.636 2.439 4.559  0.308
O10 -6.377 -5.273 -4.092  -0.571
S4 -7.720 -4.786 -4.176  1.209
O11 -8.338 -4.143 -3.058  -0.633
O12 -8.662 -5.963 -4.691  -0.297
C24 -8.665 -7.200 -3.951  -0.321
C25 -9.411 -7.089 -2.636  -0.982
C26 -7.877 -3.739 -5.583  -0.986
H43 -7.641 -7.545 -3.800  0.305
H44 -9.161 -7.929 -4.591  0.269
H45 -8.906 -6.409 -1.950  0.300
H46 -9.477 -8.065 -2.155  0.387
H47 -10.417 -6.701 -2.797  0.264
H48 -7.433 -4.233 -6.444  0.311
H49 -7.345 -2.817 -5.358  0.377
H50 -8.931 -3.531 -5.749  0.365

- Charge: 0
- M: 710.96 u
- HOMO-LUMO gap: 8.717 eV
- E: -3625.793544 Eh
- E_HOMO: -0.3112 Ha

=====

(5)
The following is a quantum chemistry calculation of an isolated molecule of C17H15ClN2O2S at a distorted geometry, from OMol25.

Last column: Mulliken charge in e.
Geometry (Å):
C1 2.773 2.816 4.217  -1.354
C2 1.822 2.011 5.067  0.949
O1 1.835 2.083 6.275  -0.597
C3 0.861 1.122 4.359  -0.027
C4 0.826 0.990 2.977  -0.087
C5 -0.097 0.141 2.366  0.768
C6 -0.994 -0.580 3.150  -0.619
C7 -0.957 -0.448 4.528  -0.829
C8 -0.044 0.391 5.133  -0.772
H1 -0.007 0.502 6.206  0.469
H2 -1.655 -1.010 5.129  0.390
H3 -1.711 -1.238 2.690  0.208
N1 -0.041 0.084 0.975  -0.029
C9 -0.764 -0.596 0.076  0.373
S1 -2.020 -1.635 0.314  -0.481
N2 -0.399 -0.395 -1.258  -0.060
C10 0.590 0.384 -1.770  0.716
O2 1.333 1.065 -1.087  -0.777
C11 0.710 0.354 -3.287  -1.130
C12 -0.246 -0.572 -3.978  -0.282
C13 -1.476 -0.111 -4.437  -0.062
C14 -2.371 -0.967 -5.051  -0.758
C15 -2.037 -2.304 -5.208  0.462
C16 -0.818 -2.785 -4.755  -0.743
C17 0.069 -1.918 -4.143  0.039
H4 1.019 -2.292 -3.791  0.413
H5 -0.567 -3.825 -4.882  0.415
Cl1 -3.148 -3.378 -5.977  -0.210
H6 -3.321 -0.603 -5.408  0.414
H7 -1.736 0.930 -4.316  0.397
H8 0.570 1.382 -3.629  0.432
H9 1.745 0.082 -3.510  0.437
H10 -0.968 -0.926 -1.911  0.149
H11 0.689 0.668 0.551  0.251
H12 1.513 1.539 2.351  0.437
H13 3.402 3.423 4.863  0.352
H14 3.401 2.152 3.627  0.371
H15 2.218 3.464 3.542  0.374

- Charge: 0
- M: 346.84 u
- HOMO-LUMO gap: 8.641 eV
- E: -1775.240816 Eh
- E_HOMO: -0.3155 Ha
- Relative energy (zero: lowest compared OMol25 entry of this formula, charge and spin): 0.332 eV

=====

(6)
The following is a quantum chemistry calculation of an isolated molecule of C20H23N3O3, from OMol25.

Last column: Mulliken charge in e.
Geometry (Å):
C1 -2.696 1.572 3.194  -1.350
C2 -3.500 1.321 1.948  0.956
C3 -4.885 1.215 1.986  -0.761
C4 -5.576 0.984 0.811  -0.416
N1 -4.993 0.865 -0.380  -0.649
C5 -3.668 0.973 -0.438  0.602
C6 -3.032 0.878 -1.797  -0.833
C7 -2.891 1.188 0.703  0.506
C8 -1.402 1.318 0.566  -0.295
O1 -0.858 2.354 0.219  -0.662
N2 -0.700 0.194 0.857  0.148
C9 0.746 0.167 0.748  -1.127
C10 1.218 0.146 -0.714  -0.500
C11 0.832 -1.139 -1.438  -1.118
C12 1.587 -2.316 -0.885  0.951
C13 1.025 -3.589 -0.853  -0.803
C14 1.725 -4.664 -0.335  -0.588
C15 3.004 -4.468 0.172  -0.593
C16 3.564 -3.203 0.154  -0.783
C17 2.867 -2.120 -0.377  0.723
C18 3.537 -0.770 -0.385  -1.220
N3 2.659 0.325 -0.787  0.160
C19 3.263 1.550 -0.912  0.702
O2 4.463 1.674 -0.791  -0.643
C20 2.349 2.728 -1.227  -0.550
O3 3.133 3.895 -1.284  -0.503
H1 -1.895 2.287 3.008  0.324
H2 -3.330 1.962 3.988  0.435
H3 -2.238 0.649 3.554  0.299
H4 -5.419 1.317 2.922  0.407
H5 -6.656 0.895 0.821  0.376
H6 -2.666 1.858 -2.111  0.270
H7 -2.177 0.199 -1.795  0.038
H8 -3.768 0.527 -2.515  0.397
H9 -1.206 -0.636 1.113  0.355
H10 1.152 1.055 1.234  0.324
H11 1.113 -0.711 1.280  0.601
H12 0.740 0.982 -1.219  0.707
H13 -0.244 -1.307 -1.352  0.127
H14 1.050 -1.012 -2.502  0.483
H15 0.023 -3.733 -1.243  0.421
H16 1.277 -5.649 -0.320  0.393
H17 3.560 -5.300 0.585  0.388
H18 4.558 -3.046 0.557  0.443
H19 3.963 -0.566 0.603  0.420
H20 4.387 -0.783 -1.070  0.514
H21 1.855 2.529 -2.188  0.296
H22 1.562 2.803 -0.468  0.289
H23 2.584 4.601 -1.636  0.341

- Charge: 0
- M: 353.42 u
- HOMO-LUMO gap: 9.485 eV
- E: -1165.962086 Eh
- E_HOMO: -0.3326 Ha
- Relative energy (zero: lowest compared OMol25 entry of this formula, charge and spin): 0.709 eV

=====

Copy entry 3 word for word.
The following is a quantum chemistry calculation of a cluster of 2 separate species, C3H7F3O in total at a distorted geometry, from OMol25.

Last column: Mulliken charge in e.
Geometry (Å):
F1 -1.637 0.228 -0.431  -0.252
F2 0.097 -0.140 -1.575  -0.294
F3 -0.939 -1.766 -0.855  -0.298
C1 1.243 -1.568 0.954  -1.043
C2 -0.600 -0.543 -0.500  0.841
C3 0.159 -0.522 0.789  -0.451
H1 0.789 -2.573 0.936  0.289
H2 1.578 -1.351 1.982  0.313
H3 2.123 -1.567 0.290  0.319
H4 -0.536 -0.590 1.648  0.322
H5 0.597 0.495 0.790  0.257
O1 -0.998 3.640 -1.136  -0.640
H6 -0.228 3.028 -1.143  0.316
H7 -1.648 3.229 -1.750  0.322

- Charge: 0
- M: 116.08 u
- HOMO-LUMO gap: 12.235 eV
- E: -493.355245 Eh
- E_HOMO: -0.4209 Ha
- Relative energy (zero: lowest compared OMol25 entry of this formula, charge and spin): 0.029 eV